(1)
The following is a quantum chemistry calculation of a 2-piece molecular cluster, NO4S2 overall, from the OMol25 dataset.

Computed properties:
Kohn-Sham gap (alpha / beta): 5.59 / 7.71 eV
HOMO energy (alpha / beta): -3.9271 / -5.2693 eV
2S+1: 1
total charge: -1

Geometry (Å):
N  -0.263  0.071  1.350
O  0.368  -1.551  -1.666
O  0.364  0.954  1.900
O  -1.201  -0.559  1.793
O  -0.695  0.608  -2.193
S  2.173  0.710  -1.721
S  0.382  -0.103  -1.519

=====

(2)
The following is a quantum chemistry calculation of C30H21Cl2CsN4O5S2 as an isolated structure, from the OMol25 dataset.

Computed properties:
Kohn-Sham gap: 3.42 eV
HOMO energy: -0.6038 eV
2S+1: 1
total charge: -2

Geometry (Å):
Cs  0.230  0.914  -1.103
S  -3.303  1.926  7.019
N  -2.794  3.122  6.034
C  -2.521  2.566  4.871
C  -2.051  3.272  3.687
C  -1.823  4.650  3.680
C  -1.374  5.244  2.526
C  -1.162  4.429  1.408
N  -1.368  3.130  1.394
C  -1.811  2.540  2.516
C  -2.036  1.066  2.500
N  -1.801  0.424  1.355
C  -1.943  -0.881  1.297
C  -2.342  -1.662  2.390
C  -2.611  -1.012  3.570
C  -2.465  0.378  3.643
C  -2.720  1.146  4.853
N  -3.140  0.661  6.004
H  -2.002  5.214  4.587
H  -1.179  6.307  2.472
H  -0.805  4.857  0.476
H  -1.708  -1.352  0.348
H  -2.401  -2.737  2.293
H  -2.923  -1.550  4.457
Cl  -4.579  1.901  -7.517
C  -3.646  1.995  -6.030
C  -3.020  3.203  -5.695
C  -2.304  3.301  -4.539
Cl  -1.554  4.820  -4.133
C  -2.137  2.209  -3.587
O  -1.524  2.349  -2.516
C  -2.782  0.987  -4.017
C  -2.727  -0.244  -3.236
O  -2.073  -0.506  -2.248
C  -3.529  0.913  -5.204
H  -3.110  4.059  -6.351
H  -3.430  -1.020  -3.617
H  -4.009  -0.024  -5.464
O  2.408  -0.532  0.743
C  3.046  0.012  -0.211
O  2.809  1.145  -0.675
C  4.158  -0.850  -0.779
C  5.112  -1.312  0.124
C  6.150  -2.145  -0.264
C  6.221  -2.541  -1.599
C  5.273  -2.110  -2.511
C  4.200  -1.258  -2.145
S  2.979  -0.823  -3.326
H  5.010  -1.017  1.163
H  6.883  -2.492  0.458
H  7.019  -3.201  -1.929
H  5.316  -2.436  -3.543
C  2.460  -3.890  -0.248
C  2.326  -4.033  1.284
C  0.939  -3.452  1.593
O  0.197  -3.558  0.376
C  1.142  -3.236  -0.668
H  2.583  -4.865  -0.722
H  3.303  -3.259  -0.526
H  3.108  -3.483  1.806
H  2.374  -5.083  1.584
H  1.044  -2.407  1.881
H  0.396  -4.009  2.363
H  1.285  -2.153  -0.747
H  0.736  -3.611  -1.605

=====

(3)
The following is a quantum chemistry calculation of an isolated ion of composition C7H12N5 and charge +1, from the OMol25 dataset.

Computed properties:
SMILES: CN1C=[N+](C)C2=C(N)N=CN[C@H]21
Kohn-Sham gap: 7.94 eV
HOMO energy: -11.3078 eV
2S+1: 1
total charge: +1

Geometry (Å):
C  -0.435  2.679  1.095
N  -0.153  1.388  0.446
C  1.057  0.779  0.699
N  1.087  -0.353  0.033
C  2.395  -1.000  -0.127
C  -0.127  -0.588  -0.576
C  -0.718  -1.799  -0.970
N  0.018  -2.955  -1.139
N  -2.052  -1.993  -0.968
C  -2.697  -1.119  -0.271
N  -2.269  0.064  0.051
C  -0.955  0.574  -0.424
H  0.480  3.025  1.472
H  -0.882  3.191  0.244
H  -1.143  2.680  1.833
H  1.788  1.185  1.310
H  2.286  -2.028  0.353
H  2.584  -1.145  -1.180
H  3.155  -0.435  0.332
H  0.880  -2.882  -1.508
H  -0.601  -3.746  -1.384
H  -3.775  -1.416  0.087
H  -2.912  0.744  0.547
H  -1.288  1.230  -1.377

=====

(4)
The following is a quantum chemistry calculation of a 3-piece molecular cluster, C19H36BrFN2O11P2S overall, from the OMol25 dataset.

Computed properties:
SMILES: O=C(Br)CN(c1ccccn1)S(=O)(=O)F.CCOP(=O)(OCC)OCC.CCOP(=O)(OCC)OCC
Kohn-Sham gap: 10.34 eV
HOMO energy: -10.0789 eV
2S+1: 1

Geometry (Å):
O  -1.630  2.405  -6.307
C  -1.712  3.034  -5.301
Br  -0.207  3.117  -4.075
C  -2.982  3.763  -4.873
N  -3.113  5.139  -5.407
C  -4.516  5.549  -5.328
C  -5.012  6.105  -4.162
C  -6.347  6.476  -4.154
C  -7.112  6.235  -5.283
C  -6.495  5.638  -6.367
N  -5.210  5.307  -6.418
S  -2.111  6.249  -4.712
O  -1.851  5.947  -3.347
O  -2.513  7.555  -5.078
F  -0.809  5.929  -5.496
H  -3.804  3.202  -5.314
H  -3.124  3.746  -3.790
H  -4.426  6.265  -3.269
H  -6.780  6.944  -3.281
H  -8.157  6.506  -5.292
H  -7.089  5.419  -7.246
C  2.644  1.802  3.930
C  2.187  2.969  3.074
O  2.843  2.990  1.808
P  2.268  2.119  0.574
O  0.812  2.323  0.481
O  2.896  2.940  -0.664
C  2.067  3.502  -1.680
C  1.741  4.950  -1.378
O  3.421  1.009  0.458
C  3.274  -0.319  0.998
C  1.871  -0.873  0.878
H  2.279  0.855  3.523
H  2.261  1.896  4.947
H  3.732  1.754  3.964
H  1.103  2.953  2.946
H  2.444  3.908  3.566
H  1.159  2.913  -1.806
H  2.626  3.437  -2.616
H  1.359  5.063  -0.363
H  0.999  5.335  -2.078
H  2.641  5.563  -1.452
H  3.608  -0.322  2.039
H  3.967  -0.952  0.446
H  1.152  -0.272  1.443
H  1.832  -1.892  1.266
H  1.547  -0.882  -0.164
C  1.153  -6.549  6.109
C  2.240  -6.301  5.080
O  1.976  -6.981  3.853
P  1.034  -6.307  2.727
O  1.445  -4.906  2.531
O  1.589  -7.101  1.438
C  2.135  -6.412  0.315
C  3.642  -6.299  0.424
O  -0.247  -7.269  2.814
C  -1.451  -6.897  3.511
C  -1.794  -5.427  3.389
H  0.224  -6.049  5.821
H  1.450  -6.163  7.084
H  0.946  -7.615  6.199
H  2.370  -5.231  4.906
H  3.190  -6.690  5.446
H  1.675  -5.431  0.201
H  1.870  -6.996  -0.568
H  3.937  -5.892  1.392
H  4.039  -5.657  -0.364
H  4.105  -7.283  0.336
H  -1.366  -7.194  4.559
H  -2.251  -7.497  3.079
H  -1.019  -4.797  3.836
H  -2.732  -5.215  3.901
H  -1.892  -5.139  2.342

=====

(5)
The following is a quantum chemistry calculation of one molecule with the formula C7H14, from the OMol25 dataset.

Computed properties:
SMILES: C=C(CC)CCC
Kohn-Sham gap: 9.70 eV
HOMO energy: -8.6103 eV
2S+1: 1

Geometry (Å):
C  0.862  0.913  1.453
C  0.168  0.497  0.364
C  -0.803  1.476  -0.170
C  -0.075  2.818  -0.430
C  0.542  -0.609  -0.463
C  -0.584  -1.744  0.040
C  -0.055  -3.211  -0.557
H  1.890  0.516  1.762
H  0.533  1.869  2.090
H  -1.689  1.709  0.576
H  -1.321  1.240  -1.119
H  0.002  2.882  -1.531
H  -0.616  3.768  -0.078
H  0.895  2.482  -0.251
H  1.533  -1.069  -0.269
H  0.403  -0.516  -1.590
H  -1.530  -1.369  -0.317
H  -0.409  -1.763  1.131
H  0.790  -3.386  0.211
H  0.064  -3.241  -1.604
H  -0.884  -3.971  -0.422

=====

(6)
The following is a quantum chemistry calculation of C23H17CuF5N9O as an isolated structure, from the OMol25 dataset.

Computed properties:
Kohn-Sham gap (alpha / beta): 6.84 / 5.65 eV
⟨S²⟩: 0.75
HOMO energy (alpha / beta): -10.0595 / -10.0596 eV
2S+1: 2
total charge: +1

Geometry (Å):
Cu  1.451  2.813  -2.410
C  -4.132  -6.217  6.071
O  -4.089  -6.225  4.660
C  -3.479  -5.218  4.023
C  -2.860  -4.134  4.657
C  -2.256  -3.146  3.911
C  -2.247  -3.201  2.513
C  -2.871  -4.289  1.883
C  -3.473  -5.276  2.619
C  -1.633  -2.180  1.702
N  -1.617  -2.178  0.383
C  -0.970  -1.053  0.011
C  -0.563  -0.334  1.149
N  -0.995  -1.074  2.207
C  0.148  0.887  1.074
C  0.606  1.643  2.166
C  1.287  2.815  1.936
C  1.512  3.225  0.621
N  1.104  2.520  -0.412
C  0.429  1.374  -0.228
C  0.006  0.653  -1.404
N  0.301  1.185  -2.605
C  -0.051  0.563  -3.710
C  -0.724  -0.660  -3.694
C  -1.053  -1.230  -2.485
C  -0.692  -0.572  -1.301
H  -4.671  -7.117  6.356
H  -4.668  -5.339  6.443
H  -3.125  -6.246  6.496
H  -2.850  -4.055  5.734
H  -1.793  -2.327  4.445
H  -2.866  -4.327  0.807
H  -3.958  -6.115  2.147
H  -0.879  -0.850  3.181
H  0.425  1.307  3.176
H  1.649  3.418  2.753
H  2.034  4.148  0.405
H  0.205  1.048  -4.642
H  -0.978  -1.138  -4.627
H  -1.580  -2.169  -2.422
F  -0.689  4.648  -2.122
C  0.313  4.386  -3.012
F  -0.304  4.200  -4.211
C  1.189  5.645  -3.110
F  2.118  5.501  -4.068
F  1.861  5.835  -1.957
F  0.528  6.767  -3.361
N  6.047  1.233  -4.090
N  5.143  2.112  -3.643
N  5.464  3.316  -3.250
C  4.317  3.794  -2.808
N  3.346  2.889  -2.947
N  3.889  1.821  -3.486
H  6.871  1.671  -4.485
H  5.637  0.471  -4.615
H  4.187  4.782  -2.421

=====

no.,maximum force (eV/A)
1,0.86
2,1.23
3,4.92
4,5.37
5,4.74
6,1.65